Version 1
Density functional theory data (ωB97M-V with the def2-TZVPD basis set) for a cluster of 2 separate species, C9H16N2O2 in total.

```
29
Properties=species:S:1:pos:R:3
H -1.248 -1.808 1.163
H 0.137 0.637 1.012
H -2.234 1.707 -1.221
N 1.575 0.104 -1.094
C -1.583 0.158 0.023
H -0.520 0.066 -1.710
H -1.463 -1.369 -1.312
H -0.064 -1.104 -0.563
H -2.474 -0.441 1.961
C 2.341 1.064 -0.490
H -1.136 1.922 1.588
C -0.879 -0.542 -0.969
C -2.041 -0.961 1.015
H 2.155 -2.262 0.922
C 3.047 0.612 0.757
H -3.423 0.232 -1.122
O 0.976 -2.227 -1.485
N 1.979 -1.413 0.424
H -3.015 -1.384 0.568
H 1.168 0.751 -1.894
H 3.500 1.400 1.308
O 2.423 2.152 -1.049
H -3.262 1.466 0.188
C -2.786 0.877 -0.589
H -0.401 1.935 -0.200
H 3.440 -0.964 1.905
C 1.476 -1.281 -0.815
C -0.679 1.317 0.653
C 2.990 -0.646 1.026
```

Properties
charge: 0
Kohn-Sham gap: 0.376 Eh
structure (SMILES): O=c1cc[nH]c(=O)[nH]1.CC(C)(C)C
LUMO: 0.0133 Eh

Atom charges from the Mulliken analysis, given in e for atoms 1 to 6: number 1, H, carries 0.231; number 2, H, carries 0.179; number 3, H, carries 0.331; number 4, N, carries -0.183; number 5, C, carries 1.991; number 6, H, carries 0.574

Version 2
Density functional theory data (ωB97M-V with the def2-TZVPD basis set) for a cluster of 2 separate species, C9H16N2O2 in total.

```
29
Properties=species:S:1:pos:R:3
H -0.064 -2.482 1.020
H 0.134 1.536 3.342
O -0.216 -2.582 -1.947
H -2.043 1.628 -2.110
H -1.946 2.030 1.082
H -0.776 -0.070 0.967
H 0.640 1.877 1.670
O 2.050 1.185 -0.792
H 1.166 -0.678 3.240
H -2.187 2.032 2.808
C -0.256 -1.378 -1.752
H 0.017 2.444 -1.236
H 0.187 -2.802 2.868
C -1.290 0.872 -1.833
C -1.410 -0.470 -2.003
C -0.190 1.509 2.291
H -2.346 -0.894 -2.429
C 1.000 0.654 -1.120
N 0.854 -0.694 -1.305
C -0.421 0.027 2.013
H -1.259 -0.302 2.660
C -1.452 2.300 2.061
N -0.109 1.439 -1.413
H 1.635 -0.339 1.616
C 0.636 -2.284 1.939
H 1.716 -1.260 -1.256
H -1.215 3.370 2.074
C 0.853 -0.782 2.217
H 1.635 -2.818 1.745
```

Properties
charge: 0
Kohn-Sham gap: 0.371 Eh
structure (SMILES): O=c1cc[nH]c(=O)[nH]1.CCCCC
LUMO: 0.0195 Eh

Atom charges from the Mulliken analysis, given in e for atoms 1 to 6: number 1, H, carries 0.196; number 2, H, carries 0.370; number 3, O, carries -0.634; number 4, H, carries 0.395; number 5, H, carries 0.225; number 6, H, carries -0.094

Version 3
Density functional theory data (ωB97M-V with the def2-TZVPD basis set) for a cluster of 2 separate species, C9H16N2O2 in total.

```
29
Properties=species:S:1:pos:R:3
H -0.535 0.930 0.979
C 1.175 2.132 0.641
H -0.906 -5.214 -0.366
H -1.374 -2.278 -3.331
H 0.602 2.932 0.077
H 0.988 0.022 0.965
O -1.208 -4.600 -3.082
C 0.439 0.833 0.464
C -1.883 -1.598 -1.538
N -1.432 -1.871 -0.329
H 1.251 0.223 -1.473
C -1.432 -4.186 -0.700
H -0.086 1.407 -1.504
H -1.964 -1.246 0.422
C 2.116 3.929 2.141
H 1.898 1.843 2.687
H 2.145 2.052 0.120
H 0.366 2.761 2.486
H 3.152 3.819 1.772
C 1.351 2.591 2.083
C -1.503 -3.204 0.141
H 2.117 4.218 3.195
O -2.404 -0.508 -1.816
C 0.264 0.486 -0.969
H -1.632 -3.471 1.182
H 1.591 4.655 1.489
N -1.314 -2.487 -2.382
H -0.464 -0.320 -1.168
C -1.317 -3.851 -2.186
```

Properties
charge: 0
Kohn-Sham gap: 0.386 Eh
structure (SMILES): O=c1cc[nH]c(=O)[nH]1.CCCCC
LUMO: 0.0166 Eh

Atom charges from the Mulliken analysis, given in e for atoms 1 to 6: number 1, H, carries 0.215; number 2, C, carries -0.731; number 3, H, carries 0.245; number 4, H, carries 0.232; number 5, H, carries 0.281; number 6, H, carries 0.215

Short version: version 1 is the least stable of them.

Version 1
Density functional theory data (ωB97M-V with the def2-TZVPD basis set) for a structure of composition C6H11NO2P.

```
21
Properties=species:S:1:pos:R:3
H 0.643 -0.817 -1.444
O -1.406 0.119 -1.872
C 0.686 -2.393 0.059
H 1.913 1.596 -0.839
H 1.998 -0.682 -0.344
H 1.195 3.119 -0.227
H 0.887 -2.621 1.057
P -1.563 0.222 -0.450
H 1.189 1.468 1.675
C 0.508 1.415 0.721
C 0.960 -0.930 -0.352
N -3.681 -1.248 0.766
H -0.463 1.898 1.011
C 0.022 -0.019 0.512
H -0.389 -2.816 -0.212
H 0.444 1.933 -1.346
O -2.389 1.989 0.484
H 1.345 -3.136 -0.512
C -2.795 -0.771 0.259
C 1.050 2.104 -0.457
H -0.154 -0.428 1.510
```

Properties
charge: -1
Kohn-Sham gap: 0.277 Eh
LUMO: 0.1312 Eh

Atom charges from the Mulliken analysis, given in e for atoms 1 to 6: number 1, H, carries 0.288; number 2, O, carries -0.650; number 3, C, carries -1.276; number 4, H, carries 0.327; number 5, H, carries 0.375; number 6, H, carries 0.392

Version 2
Density functional theory data (ωB97M-V with the def2-TZVPD basis set) for a cluster of 2 separate species, C6H11NO2P in total.

```
21
Properties=species:S:1:pos:R:3
H -2.943 -2.264 0.882
H -1.733 0.007 -0.766
H -2.543 0.183 0.783
C -2.502 -0.418 -0.123
H 1.784 3.102 -0.965
P 0.850 1.228 1.013
C -2.155 -1.869 0.222
H 0.880 0.834 -1.408
H 3.168 2.412 -0.112
H 3.006 2.182 -1.866
C 2.459 2.246 -0.924
C 1.659 0.979 -0.661
O 1.816 1.199 2.133
C -0.820 -1.995 0.887
H -2.157 -2.469 -0.695
H -0.710 -1.669 1.909
C 0.227 -2.582 0.254
O -0.203 2.271 0.996
H -3.465 -0.354 -0.633
N 1.095 -3.115 -0.319
H 2.287 0.093 -0.609
```

Properties
charge: -1
Kohn-Sham gap (alpha / beta): 0.190 / 0.219 Eh
LUMO (alpha / beta): 0.0979 / 0.1103 Eh

Atom charges from the Mulliken analysis, given in e for atoms 1 to 6: number 1, H, carries 0.249; number 2, H, carries 0.102; number 3, H, carries 0.275; number 4, C, carries -0.990; number 5, H, carries 0.336; number 6, P, carries 0.759

Short version: version 1 is the least stable of them.

Version 1
Density functional theory data (ωB97M-V with the def2-TZVPD basis set) for the molecule C19H23NO2.

```
45
Properties=species:S:1:pos:R:3
C 1.635 0.845 -4.942
C -1.063 -1.283 3.002
C 3.248 1.019 -6.722
N 1.184 0.280 -1.237
C -2.267 -2.519 6.226
H -0.782 -3.053 1.849
H 2.774 0.840 -2.461
H 2.990 2.657 -8.075
H -1.715 -1.423 7.995
H 3.263 -0.514 -5.232
H 1.492 -0.651 -1.011
C 2.763 0.371 -5.599
C 2.612 2.152 -7.199
C -1.867 -1.419 5.247
H -4.675 -1.645 7.269
H 1.356 1.919 -2.444
H 4.125 0.638 -7.226
C -0.267 -1.302 0.725
C -3.820 -1.113 7.678
H -1.274 0.676 3.878
C -0.703 -1.977 1.843
H -4.045 -0.841 8.706
H -3.680 -0.196 7.110
C -0.994 0.108 3.005
H 1.434 -0.879 -3.689
H 0.989 3.518 -6.915
H -2.715 -2.843 8.291
H -0.521 1.855 1.865
H -2.713 -0.748 5.050
H -3.136 -3.044 5.828
C -0.181 0.090 0.729
H -0.025 -1.868 -0.163
C 1.005 1.985 -5.426
C 1.127 0.169 -3.701
H 0.130 2.363 -4.919
H -1.442 -3.232 6.279
C -2.573 -1.989 7.626
C 0.265 0.889 -0.446
H 0.036 0.212 -3.668
H -1.037 -0.830 5.663
C 1.679 0.875 -2.452
C 1.489 2.634 -6.547
O -1.463 -2.049 4.046
O -0.139 2.016 -0.662
C -0.566 0.777 1.875
```

Properties
charge: 0
Kohn-Sham gap: 0.345 Eh
structure (SMILES): CCCCOc1ccc(C(=O)NCCc2ccccc2)cc1
LUMO: 0.0288 Eh

Atom charges from the Mulliken analysis, given in e for atoms 1 to 6: number 1, C, carries 0.461; number 2, C, carries 0.770; number 3, C, carries -0.556; number 4, N, carries -0.139; number 5, C, carries -0.658; number 6, H, carries 0.419

Version 2
Density functional theory data (ωB97M-V with the def2-TZVPD basis set) for the molecule C19H23NO2.

```
45
Properties=species:S:1:pos:R:3
C -2.118 -1.032 0.808
H -0.731 0.337 1.769
H 1.363 0.130 0.462
C -4.375 -0.059 0.269
C 2.311 0.609 0.270
C 0.296 -3.123 -1.246
H 2.184 -2.545 -2.109
H -1.349 1.238 -0.479
C -1.375 -0.497 2.038
H -6.250 0.848 -0.210
H -2.768 2.985 -1.446
C -0.635 -2.768 -0.093
C 4.660 0.507 -0.222
C -5.175 0.933 -0.272
H -4.827 -0.913 0.751
C -2.424 1.141 -0.423
N -1.178 -1.536 -0.182
H -2.728 -1.886 1.125
H 5.669 2.380 -0.348
H -0.980 -0.951 -0.977
H 0.506 2.307 1.328
H 1.689 -1.954 0.855
C 1.527 -2.219 -1.300
H -0.772 -1.292 2.468
H 0.563 2.929 -0.323
O 3.503 -1.507 -0.053
H 3.647 3.708 0.123
C 4.725 1.883 -0.176
C -3.222 2.131 -0.966
H -5.225 2.803 -1.314
C 3.446 -0.146 0.000
C 2.378 1.997 0.319
H 2.651 -3.290 0.202
H 1.397 3.789 0.967
H 1.240 -1.186 -1.512
H 5.534 -0.092 -0.423
O -0.868 -3.523 0.827
C 2.316 -2.266 0.012
C -2.992 0.034 0.199
C -4.601 2.029 -0.891
C 3.590 2.630 0.090
H 0.605 -4.160 -1.106
C 1.140 2.800 0.594
H -2.091 -0.157 2.782
H -0.257 -3.049 -2.185
```

Properties
charge: 0
Kohn-Sham gap: 0.337 Eh
structure (SMILES): Cc1cccc(OCCCC(=O)N[C@@H](C)c2ccccc2)c1
LUMO: 0.0264 Eh

Atom charges from the Mulliken analysis, given in e for atoms 1 to 6: number 1, C, carries -0.146; number 2, H, carries 0.051; number 3, H, carries -0.080; number 4, C, carries -0.508; number 5, C, carries 0.735; number 6, C, carries -0.992

Short version: version 1 is the least stable of them.

Version 1
Density functional theory data (ωB97M-V with the def2-TZVPD basis set) for a cluster of 2 separate species, C4H5N2 in total.

```
11
Properties=species:S:1:pos:R:3
H -0.397 0.948 -0.033
C 1.243 -0.532 -0.497
H 0.706 -2.461 0.951
C 0.611 0.710 0.021
C -3.186 0.590 -0.294
C 0.688 -1.449 0.506
H 2.144 -0.744 -1.134
N 0.855 -0.224 1.099
H 1.227 1.589 -0.081
H -4.178 0.513 -0.487
N -2.106 0.371 0.092
```

Properties
charge: +1
Kohn-Sham gap: 0.396 Eh
LUMO: -0.2030 Eh

Atom charges from the Mulliken analysis, given in e for atoms 1 to 6: number 1, H, carries 0.296; number 2, C, carries -0.198; number 3, H, carries 0.344; number 4, C, carries -0.001; number 5, C, carries -0.079; number 6, C, carries 0.202

Version 2
Density functional theory data (ωB97M-V with the def2-TZVPD basis set) for the ion C4H5N2 with charge +1.

```
11
Properties=species:S:1:pos:R:3
H 2.077 -1.431 0.907
C 0.214 1.147 0.124
C 1.701 -0.840 0.075
H -2.942 -1.754 -0.195
H 2.024 -1.112 -0.928
C -1.895 0.055 0.001
N 0.921 0.097 0.276
H -1.687 2.130 -0.005
C -1.177 1.181 0.033
N -2.444 -0.965 0.164
H 0.735 2.100 0.170
```

Properties
charge: +1
Kohn-Sham gap: 0.345 Eh
structure (SMILES): C=N/C=C\C#[NH+]
LUMO: -0.1642 Eh

Atom charges from the Mulliken analysis, given in e for atoms 1 to 6: number 1, H, carries 0.273; number 2, C, carries 0.097; number 3, C, carries -0.187; number 4, H, carries 0.327; number 5, H, carries 0.276; number 6, C, carries 0.460

Version 3
Density functional theory data (ωB97M-V with the def2-TZVPD basis set) for the ion C4H5N2 with charge +1.

```
11
Properties=species:S:1:pos:R:3
C 1.317 0.441 -0.014
N -0.926 1.162 0.029
H 2.648 -0.827 0.949
H -2.534 -1.349 0.910
C 0.397 1.404 -0.025
H 2.628 -0.896 -0.878
H -2.664 -1.218 -0.938
C -2.247 -0.849 -0.006
H 0.666 2.453 -0.067
C 2.224 -0.456 0.025
N -1.508 0.136 0.016
```

Properties
charge: +1
Kohn-Sham gap: 0.342 Eh
LUMO: -0.2200 Eh

Atom charges from the Mulliken analysis, given in e for atoms 1 to 6: number 1, C, carries 0.247; number 2, N, carries -0.319; number 3, H, carries 0.277; number 4, H, carries 0.276; number 5, C, carries -0.119; number 6, H, carries 0.274

Short version: version 1 is the least stable of them.